[1]
Density functional theory data (the ωB97M-V functional and the def2-TZVPD basis) for C21H28BiCl3O4 as an isolated structure at a distorted geometry.

Its energy above the lowest of the compared OMol25 structures with the same formula, charge and spin is 0.0 kcal/mol. Its max |F| is 2.3 eV/A. The value obtained for the electronic energy is -73824.7218 eV. The HOMO energy is -7.6 eV.

The geometry in ORCA input format:
```
! wB97M-V def2-TZVPD RIJCOSX def2/J DEFGRID3
* xyz 0 1
O 0.332 -0.013 -4.871
C 0.172 1.288 -5.515
C -0.067 0.688 -6.907
H 1.088 1.890 -5.443
H -0.688 1.836 -5.111
C 0.144 -0.664 -6.163
H 0.707 0.915 -7.644
H -1.078 0.824 -7.296
C 1.383 -1.402 -6.629
H 2.254 -0.739 -6.656
H 1.223 -1.798 -7.640
H 1.593 -2.249 -5.965
C -1.073 -1.567 -6.173
H -1.972 -1.027 -5.859
H -0.912 -2.420 -5.504
H -1.240 -1.959 -7.184
Bi 0.231 0.168 3.165
C -2.603 -0.760 4.412
C -2.271 0.621 4.570
C -2.364 1.244 3.270
H -2.096 1.142 5.506
C -2.788 0.236 2.341
C -2.920 -0.988 3.047
H -3.259 -1.928 2.619
H -2.659 -1.492 5.213
H -2.279 2.309 3.066
H -3.051 0.412 1.296
C 1.186 -2.214 4.682
C 0.471 -3.038 3.781
C 0.954 -2.811 2.467
H -0.293 -3.762 4.056
C 1.974 -1.817 2.523
C 2.124 -1.424 3.915
H 2.926 -0.806 4.316
H 1.124 -2.229 5.767
H 0.655 -3.354 1.569
H 2.638 -1.514 1.712
O 0.186 0.316 0.753
C -0.207 -0.590 -0.348
C -0.500 0.304 -1.539
H -1.063 -1.188 -0.014
H 0.646 -1.257 -0.540
C 0.389 1.529 -1.301
H -1.555 0.616 -1.533
H -0.291 -0.178 -2.495
C 0.364 1.686 0.205
H 0.027 2.428 -1.799
H 1.408 1.321 -1.650
H -0.510 2.271 0.531
H 1.272 2.112 0.651
Cl 0.406 3.673 6.657
C 1.447 2.570 5.780
Cl 3.098 2.580 6.381
Cl 0.779 0.884 5.950
C 1.496 3.023 4.237
O 1.786 4.186 4.030
O 1.254 2.115 3.312
*
```

=====

[2]
Density functional theory data (the ωB97M-V functional and the def2-TZVPD basis) for a 2-piece molecular cluster, C3H10N2O2 overall at a distorted geometry.

Its energy above the lowest of the compared OMol25 structures with the same formula, charge and spin is 71.9 kcal/mol. Its max |F| is 3.5 eV/A. The value obtained for the electronic energy is -10346.3683 eV. The HOMO energy is -9.1 eV. The SMILES is NCNCC=O.O.

The geometry in ORCA input format:
```
! wB97M-V def2-TZVPD RIJCOSX def2/J DEFGRID3
* xyz 0 1
N -0.435 -2.305 0.436
C -0.841 -1.052 -0.054
N -0.049 0.154 0.281
C -0.434 1.436 -0.283
C -0.842 2.519 0.695
O -1.721 3.327 0.707
H 0.004 -2.995 -0.277
H 0.282 -2.253 1.150
H -0.925 -1.021 -1.113
H -1.787 -0.784 0.370
H -0.275 0.357 1.296
H -1.148 1.455 -1.060
H 0.386 1.868 -0.924
H -0.071 2.669 1.469
O 2.499 -1.461 -0.789
H 3.383 -1.109 -0.684
H 1.974 -0.805 -1.219
*
```

=====

- Which value of energy above the lowest of the compared OMol25 structures with the same formula, charge and spin does entry 2 give?
  71.9 kcal/mol

=====

- Which value of energy above the lowest of the compared OMol25 structures with the same formula, charge and spin does entry 1 give?
  0.0 kcal/mol

=====

- What is the energy above the lowest of the compared OMol25 structures with the same formula, charge and spin in the second record?
  71.9 kcal/mol

=====

- Which of these has the lowest electronic energy?
  C21H28BiCl3O4